1.
The following is a quantum chemistry calculation of a 2-piece molecular cluster, C7H8Cl2N2O2 overall in a non-equilibrium geometry, from the Open Molecules 2025 dataset.

- strongest force on any atom (eV Å⁻¹) = 2.425
- LUMO level (eV) = -2.20
- ΔE to the lowest compared entry with this formula, charge and spin (kJ/mol) = 93.11
- Kohn-Sham gap (eV) = 5.65

```
21
Properties=species:S:1:pos:R:3:forces:R:3
N 1.927 -1.282 0.945 0.4 1.2 0.4
N 0.901 -1.829 0.137 -0.5 -1.5 -0.5
C 1.957 -1.966 2.228 0.4 -0.1 -0.5
C -0.197 1.868 0.015 1.1 0.7 1.0
O -3.032 0.378 -2.704 1.5 0.6 1.4
H 0.005 -1.602 0.569 0.3 0.2 -0.4
H 2.681 -1.443 2.858 -0.2 -0.1 0.1
Cl -2.032 3.577 1.062 -0.1 0.2 0.1
C 0.109 0.774 -0.923 -0.1 -0.3 -1.2
H 0.953 -1.460 -0.810 -0.2 -0.2 0.6
Cl -0.398 -0.975 -2.906 0.1 0.1 0.0
C -2.205 0.792 -1.890 -0.8 -0.5 -0.8
H 1.139 0.427 -0.933 -0.3 0.3 0.2
C -1.620 2.349 -0.043 -0.4 -0.5 -0.5
H 2.256 -3.023 2.131 -0.2 0.1 0.1
H -3.540 2.220 -0.890 0.1 -0.1 -0.1
C -2.525 1.837 -0.906 0.3 0.7 0.8
O 0.653 2.345 0.771 -1.7 -0.9 -1.5
C -0.788 0.284 -1.809 0.2 0.4 0.5
H 0.953 -1.912 2.664 0.3 0.0 0.1
H 2.804 -1.361 0.436 -0.2 -0.3 0.3
```
Positions in Å, forces in eV/Å.

---

2.
The following is a quantum chemistry calculation of a 2-piece molecular cluster, C7H8Cl2OP overall in a non-equilibrium geometry, from the Open Molecules 2025 dataset.

- strongest force on any atom (eV Å⁻¹) = 3.138
- LUMO level (eV) = -6.79
- ΔE to the lowest compared entry with this formula, charge and spin (kJ/mol) = 0.00
- charge = +1
- Kohn-Sham gap (eV) = 6.14

```
19
Properties=species:S:1:pos:R:3:forces:R:3
H -0.151 2.598 -0.916 -0.3 0.0 0.5
H 3.978 0.480 0.912 -1.0 0.4 0.2
Cl -4.800 1.411 0.684 -0.3 -0.1 0.4
C -0.361 1.535 -0.789 1.2 2.0 -1.4
H -0.563 -1.103 -0.622 0.5 0.7 -0.1
C 0.603 0.755 -0.275 2.5 -0.6 0.5
C 0.399 -0.645 -0.347 0.1 -1.1 1.0
O -2.586 -0.465 0.697 -0.6 -1.2 -0.9
H 2.159 2.252 0.483 -0.2 -0.7 -0.8
H 0.998 -2.507 0.160 0.6 -1.1 0.0
C 2.928 0.240 0.661 -0.2 2.3 -2.1
Cl -4.652 -1.430 -0.950 0.1 0.7 0.2
H -2.626 -1.464 0.543 -0.2 1.8 0.6
C 1.974 1.187 0.218 -0.9 0.0 1.6
C 1.360 -1.510 0.116 -0.1 0.2 -0.7
C 2.662 -1.087 0.452 -1.6 -0.6 1.0
H 3.434 -1.737 0.798 0.2 -0.9 -0.2
H -1.183 1.198 -1.400 -0.4 -0.5 0.5
P -3.570 0.293 -0.425 0.6 -1.3 -0.2
```
Positions in Å, forces in eV/Å.

---

3.
The following is a quantum chemistry calculation of C7H8Cl4CuF9O9S3 as an isolated structure in a non-equilibrium geometry, from the Open Molecules 2025 dataset.

- strongest force on any atom (eV Å⁻¹) = 5.352
- LUMO level (alpha / beta) (eV) = 1.69 / -0.85
- ΔE to the lowest compared entry with this formula, charge and spin (kJ/mol) = 51.27
- charge = -1
- Kohn-Sham gap (alpha / beta) (eV) = 7.63 / 5.08
- expectation value of S² = 0.75
- multiplicity = 2

```
41
Properties=species:S:1:pos:R:3:forces:R:3
F -45.577 3.184 9.574 0.3 -0.4 0.0
H -40.955 -2.589 8.209 -0.2 -0.7 -0.2
H -41.596 -4.805 9.205 -0.2 -0.1 0.5
O -45.379 -1.106 5.592 2.2 -0.5 0.3
F -47.722 -6.608 7.532 1.0 0.4 0.3
O -47.461 -1.776 4.515 2.8 1.9 -0.8
F -45.023 0.131 2.264 -0.3 -0.8 0.4
H -47.561 -2.377 10.766 -0.3 0.2 0.4
H -42.806 -3.961 10.334 0.2 -0.2 -0.1
H -40.718 -2.507 9.893 -0.5 0.0 0.5
H -46.418 -2.826 12.059 0.2 -0.1 -0.3
O -46.273 -2.956 7.361 1.9 -0.2 0.9
Cu -44.908 -1.328 7.636 -2.5 0.8 -1.7
C -46.681 -5.746 7.606 -1.6 2.5 -0.6
S -46.336 -0.799 4.542 -5.3 0.8 -0.3
Cl -42.598 -1.316 9.080 -0.3 1.3 0.2
Cl -48.319 -1.031 13.418 0.5 -0.3 0.0
F -46.144 -5.738 8.821 0.1 -0.8 0.4
C -46.720 -2.036 11.371 -1.1 0.5 1.3
O -44.810 0.826 7.438 1.9 0.7 1.2
O -48.069 -3.819 6.021 1.7 -1.6 2.4
F -46.171 -1.690 1.914 0.7 0.1 0.6
C -46.995 -0.756 12.235 -0.6 -0.2 -1.5
C -41.498 -2.677 9.151 0.0 -0.8 -0.7
F -45.463 1.187 10.431 0.6 -0.3 0.6
S -47.416 -3.873 7.353 -2.9 0.5 -4.2
O -46.781 -0.101 7.872 -1.7 -1.1 1.8
F -44.249 -1.746 3.010 -0.2 -0.3 -0.3
C -42.296 -3.986 9.371 0.5 0.7 -1.1
H -46.108 -0.349 12.720 -0.1 -0.4 0.1
F -45.753 -6.104 6.718 -0.3 0.0 0.2
C -45.383 -1.070 2.807 -0.6 1.3 1.1
H -47.417 0.020 11.596 0.3 -0.1 0.0
F -47.338 2.155 10.132 -1.5 -0.3 0.3
O -48.388 -3.627 8.391 0.9 -0.8 1.3
S -46.189 1.216 7.849 -2.1 1.4 -4.4
O -46.798 0.619 4.598 1.7 -2.6 -0.9
Cl -45.453 -1.753 10.194 1.0 -0.1 0.5
O -46.895 2.168 6.937 2.3 -1.6 3.6
Cl -43.560 -4.204 8.092 0.6 0.2 0.5
C -46.154 1.971 9.641 0.9 0.7 -2.3
```
Positions in Å, forces in eV/Å.